{
  "formula": "C5H7N",
  "method": "wB97M-V/def2-TZVPD",
  "charge": 0,
  "homo_energy_ev": -10.21,
  "smiles": "CC1(C#N)CC1",
  "mol_weight_g_mol": 81.12,
  "orbital_gap_ev": 11.079,
  "symbols": ["C", "C", "C", "C", "C", "N", "H", "H", "H", "H", "H", "H", "H"],
  "coordinates": [[1.079, -1.147, -0.419], [-0.131, -0.223, -0.149], [-0.537, 0.651, 1.073], [0.162, 1.259, -0.087], [-1.431, -0.586, -0.684], [-2.573, -0.721, -0.837], [1.961, -0.860, 0.166], [0.906, -2.216, -0.257], [1.386, -1.045, -1.473], [-0.096, 0.497, 2.048], [-1.595, 0.919, 1.121], [1.208, 1.498, 0.071], [-0.379, 1.915, -0.759]],
  "forces_ev_per_a": [[-0.15, 0.04, 0.17], [-0.08, -0.02, -0.02], [0.16, -0.08, 0.25], [0.08, 0.21, -0.12], [-0.97, 0.00, -0.28], [1.10, -0.17, -0.38], [-0.36, 0.07, 0.09], [-0.24, 0.26, 0.17], [-0.30, 0.10, 0.30], [0.42, 0.14, -0.16], [0.35, -0.56, 0.05], [-0.05, -0.06, -0.29], [0.04, 0.07, 0.21]],
  "nbo_charge": [-0.59, -0.17, -0.37, -0.39, 0.29, -0.34, 0.22, 0.22, 0.22, 0.22, 0.24, 0.22, 0.23]
}

***

{
  "formula": "C5H7N",
  "method": "wB97M-V/def2-TZVPD",
  "charge": 0,
  "homo_energy_ev": -8.82,
  "smiles": "C=C=C/C=N/C",
  "mol_weight_g_mol": 81.12,
  "orbital_gap_ev": 9.667,
  "symbols": ["C", "N", "C", "C", "C", "C", "H", "H", "H", "H", "H", "H", "H"],
  "coordinates": [[1.349, -1.789, -0.556], [0.587, -0.632, -0.181], [-0.433, 2.623, -0.269], [-0.807, 1.556, 0.362], [-1.247, 0.424, 0.851], [-0.521, -0.781, 0.420], [2.336, -1.721, -0.083], [1.513, -1.767, -1.639], [0.877, -2.744, -0.277], [0.528, 3.114, -0.152], [-1.245, 3.077, -0.812], [-2.018, 0.401, 1.614], [-0.919, -1.759, 0.723]],
  "forces_ev_per_a": [[0.12, -0.22, -0.08], [-0.36, -0.21, 0.22], [-0.27, 0.08, 0.49], [-0.18, 0.14, 0.12], [0.18, 0.16, 0.08], [0.23, -0.05, -0.14], [-0.13, -0.08, -0.09], [0.00, -0.08, 0.13], [0.06, 0.06, -0.05], [-0.28, 0.06, 0.24], [0.25, 0.23, -0.89], [0.34, -0.10, 0.16], [0.05, 0.00, -0.18]],
  "nbo_charge": [-0.43, -0.40, -0.51, 0.21, -0.40, 0.09, 0.20, 0.21, 0.17, 0.24, 0.23, 0.24, 0.15]
}

***

{
  "formula": "C5H7N",
  "method": "wB97M-V/def2-TZVPD",
  "charge": 0,
  "homo_energy_ev": -8.93,
  "smiles": "C=C=NCC=C",
  "mol_weight_g_mol": 81.12,
  "orbital_gap_ev": 10.011,
  "symbols": ["N", "C", "C", "C", "C", "C", "H", "H", "H", "H", "H", "H", "H"],
  "coordinates": [[-1.500, -0.647, -0.457], [-0.752, -0.259, -1.344], [0.055, 0.202, -2.266], [0.445, -0.399, 1.145], [-1.044, -0.527, 0.947], [1.127, 0.738, 1.044], [0.055, 1.265, -2.476], [0.762, -0.449, -2.764], [0.988, -1.322, 1.344], [-1.425, -1.400, 1.481], [-1.562, 0.350, 1.348], [0.648, 1.685, 0.802], [2.203, 0.764, 1.196]],
  "forces_ev_per_a": [[0.52, 0.25, -0.57], [-0.14, -0.06, 0.29], [-0.05, -0.04, 0.04], [0.10, 0.10, -0.01], [0.00, 0.04, 0.31], [-0.09, -0.14, 0.06], [-0.07, -0.14, -0.11], [-0.11, 0.06, 0.04], [-0.07, 0.10, 0.00], [0.02, 0.12, -0.08], [0.07, -0.11, -0.01], [-0.01, -0.15, 0.12], [-0.16, -0.03, -0.09]],
  "nbo_charge": [-0.43, 0.42, -0.64, -0.21, -0.27, -0.36, 0.24, 0.24, 0.20, 0.21, 0.21, 0.19, 0.20]
}

***

{
  "formula": "C5H7N",
  "method": "wB97M-V/def2-TZVPD",
  "charge": 0,
  "homo_energy_ev": -9.35,
  "smiles": "CC1=CCN=C1",
  "mol_weight_g_mol": 81.12,
  "orbital_gap_ev": 10.376,
  "symbols": ["C", "C", "C", "N", "C", "C", "H", "H", "H", "H", "H", "H", "H"],
  "coordinates": [[-1.209, -1.451, 0.402], [-0.259, -0.325, 0.135], [0.102, 0.725, 1.108], [0.905, 1.619, 0.661], [1.178, 1.250, -0.722], [0.411, -0.010, -0.985], [-1.135, -2.228, -0.363], [-1.019, -1.913, 1.377], [-2.244, -1.088, 0.412], [-0.263, 0.760, 2.136], [0.866, 2.076, -1.375], [2.261, 1.135, -0.862], [0.404, -0.550, -1.925]],
  "forces_ev_per_a": [[-0.03, -0.05, 0.01], [0.10, 0.07, -0.16], [0.04, 0.11, 0.07], [-0.17, -0.26, 0.04], [0.05, 0.00, -0.10], [-0.08, -0.01, 0.12], [0.01, 0.13, 0.09], [0.00, 0.07, -0.13], [0.13, -0.04, 0.02], [0.04, 0.01, -0.16], [0.04, -0.11, 0.05], [-0.13, 0.01, 0.02], [0.00, 0.08, 0.13]],
  "nbo_charge": [-0.64, -0.08, 0.05, -0.38, -0.31, -0.18, 0.22, 0.22, 0.22, 0.19, 0.23, 0.23, 0.21]
}

***

{
  "formula": "C5H7N",
  "method": "wB97M-V/def2-TZVPD",
  "charge": 0,
  "homo_energy_ev": -7.86,
  "mol_weight_g_mol": 81.12,
  "orbital_gap_ev": 7.045,
  "symbols": ["C", "C", "C", "N", "C", "C", "H", "H", "H", "H", "H", "H", "H"],
  "coordinates": [[-1.714, 0.689, -0.330], [-0.672, -0.128, -0.407], [0.575, 0.327, -0.984], [1.483, -0.486, -0.558], [1.005, -1.573, 0.341], [-0.341, -1.317, 0.337], [0.863, 1.193, 1.914], [-1.750, 1.622, -0.869], [-2.598, 0.359, 0.185], [0.774, 1.181, -1.618], [2.462, -0.398, -0.797], [0.991, 0.404, 1.880], [-1.077, -1.872, 0.906]],
  "forces_ev_per_a": [[-0.68, -0.13, -0.54], [0.30, 0.39, 0.14], [0.46, -0.02, -0.03], [0.13, -0.17, -0.18], [-0.18, -0.01, -0.12], [0.30, -0.52, 0.21], [0.29, -1.54, -0.03], [0.02, 0.19, 0.05], [-0.28, 0.15, 0.29], [-0.07, 0.00, 0.04], [-0.13, -0.03, 0.07], [-0.29, 1.66, 0.14], [0.13, 0.04, -0.04]],
  "nbo_charge": [-0.22, -0.14, 0.14, -0.46, -0.14, -0.41, -0.04, 0.20, 0.21, 0.21, 0.41, 0.02, 0.22]
}

***

{
  "formula": "C5H7N",
  "method": "wB97M-V/def2-TZVPD",
  "charge": 0,
  "homo_energy_ev": -7.91,
  "smiles": "Cc1cc[nH]c1",
  "mol_weight_g_mol": 81.12,
  "orbital_gap_ev": 8.930,
  "symbols": ["C", "C", "C", "N", "C", "C", "H", "H", "H", "H", "H", "H", "H"],
  "coordinates": [[-0.512, -0.161, 1.669], [-0.402, -0.686, 0.247], [-0.977, 0.261, -0.559], [-0.066, 0.703, -1.468], [1.084, -0.050, -1.330], [0.879, -0.980, -0.351], [0.051, -0.738, 2.394], [-0.040, 0.840, 1.620], [-1.541, 0.008, 1.999], [-1.909, 0.771, -0.361], [-0.096, 1.644, -1.822], [1.956, 0.167, -1.926], [1.572, -1.781, -0.111]],
  "forces_ev_per_a": [[-0.04, -0.28, 0.47], [0.13, 0.60, -0.05], [-0.01, 0.25, -0.16], [-0.07, -0.05, -0.28], [0.06, -0.09, -0.23], [0.12, 0.27, 0.03], [-0.16, -0.26, 0.24], [-0.07, -0.41, 0.39], [0.10, -0.27, 0.05], [0.20, 0.28, -0.09], [-0.07, -0.23, -0.48], [-0.12, -0.20, -0.17], [-0.08, 0.41, 0.28]],
  "nbo_charge": [-0.61, -0.15, -0.01, -0.53, -0.08, -0.28, 0.21, 0.19, 0.21, 0.20, 0.41, 0.21, 0.22]
}

***

{
  "formula": "C5H7N",
  "method": "wB97M-V/def2-TZVPD",
  "charge": 0,
  "homo_energy_ev": -8.39,
  "mol_weight_g_mol": 81.12,
  "orbital_gap_ev": 9.401,
  "symbols": ["C", "C", "C", "C", "C", "N", "H", "H", "H", "H", "H", "H", "H"],
  "coordinates": [[-1.103, 0.730, 1.085], [-0.924, -0.666, -0.935], [-0.377, -0.482, 0.477], [1.108, -0.227, 0.332], [1.369, -0.175, -0.971], [0.150, -0.431, -1.677], [-1.013, 1.590, 0.409], [-2.168, 0.519, 1.213], [-0.664, 1.000, 2.052], [-0.593, -1.378, 1.078], [1.819, -0.077, 1.137], [2.288, 0.022, -1.512], [0.110, -0.426, -2.688]],
  "forces_ev_per_a": [[-0.11, 0.14, 0.09], [0.52, 0.14, 0.00], [0.00, -0.11, 0.00], [0.00, 0.01, -0.20], [-0.01, -0.02, 0.16], [-0.25, -0.10, -0.04], [0.02, -0.13, 0.18], [0.19, 0.01, 0.00], [-0.11, -0.05, -0.15], [0.03, 0.17, -0.12], [-0.16, -0.01, -0.16], [-0.14, -0.04, 0.10], [0.02, -0.03, 0.15]],
  "nbo_charge": [-0.58, 0.11, -0.39, -0.21, -0.07, -0.58, 0.21, 0.22, 0.21, 0.25, 0.22, 0.22, 0.40]
}

***

{
  "formula": "C5H7N",
  "method": "wB97M-V/def2-TZVPD",
  "charge": 0,
  "homo_energy_ev": -9.17,
  "smiles": "[H]/N=C/C(C)=C=C",
  "mol_weight_g_mol": 81.12,
  "orbital_gap_ev": 9.985,
  "symbols": ["C", "C", "C", "N", "C", "C", "H", "H", "H", "H", "H", "H", "H"],
  "coordinates": [[1.742, -0.091, 0.225], [0.240, -0.109, 0.003], [-0.385, -1.346, -0.528], [-1.637, -1.463, -0.720], [-1.232, 1.993, 0.515], [-0.508, 0.941, 0.262], [1.992, 0.032, 1.284], [2.191, -1.030, -0.118], [2.217, 0.726, -0.328], [0.335, -2.152, -0.741], [-1.847, -2.389, -1.092], [-1.697, 2.142, 1.487], [-1.409, 2.747, -0.249]],
  "forces_ev_per_a": [[0.08, -0.01, 0.01], [-0.14, 0.23, 0.05], [-0.17, 0.04, -0.01], [0.38, -0.15, -0.01], [0.09, -0.16, -0.05], [0.03, 0.06, 0.02], [-0.05, -0.03, -0.16], [-0.08, 0.15, 0.06], [-0.09, -0.13, 0.09], [-0.15, 0.08, 0.01], [-0.01, 0.10, 0.04], [0.10, -0.05, -0.12], [0.02, -0.12, 0.08]],
  "nbo_charge": [-0.62, -0.21, 0.12, -0.60, -0.48, 0.18, 0.22, 0.21, 0.22, 0.15, 0.34, 0.23, 0.23]
}

***

no.,lowest unoccupied orbital energy (eV)
1,0.87
2,0.85
3,1.08
4,1.03
5,-0.82
6,1.02
7,1.01
8,0.82